# 1
{
  "formula": "CIN2P",
  "method": "the ωB97M-V functional and the def2-TZVPD basis",
  "homo_lumo_gap_ev": 7.4,
  "homo_ha": -0.3667,
  "de_lowest_ev": 3.322,
  "symbols": ["N", "C", "N", "P", "I"],
  "coordinates": [[0.618148, -1.278990, 0.101509], [0.432036, -0.319568, -0.525618], [0.536798, 2.581470, 0.417159], [-0.084112, 1.261214, -0.242547], [-2.374668, 1.755986, -1.449512]],
  "forces_ev_per_a": [[0.148, 0.002, -0.977], [0.574, -2.250, 1.143], [-1.302, -4.587, -1.872], [-1.066, 7.630, 0.964], [1.647, -0.795, 0.742]]
}

***

# 2
{
  "formula": "CKLiO3",
  "method": "the ωB97M-V functional and the def2-TZVPD basis",
  "charge": 2,
  "homo_lumo_gap_ev": [6.3, 6.3],
  "homo_ha": [-0.7044, -0.7043],
  "symbols": ["C", "O", "O", "O", "K", "Li"],
  "coordinates": [[0.699750, -0.179908, 2.395118], [2.281484, 0.875766, 1.000983], [1.141688, 0.285865, 1.435189], [0.835579, 4.227639, 2.200650], [-1.571937, 4.722728, 4.321817], [2.181365, 2.825710, 0.848546]],
  "forces_ev_per_a": [[-0.691, -0.552, -0.088], [1.636, 1.632, -1.206], [-1.067, -0.819, 1.374], [0.089, -0.117, -0.097], [-0.285, 0.216, 0.273], [0.317, -0.361, -0.257]]
}

***

# 3
{
  "formula": "CN2O3",
  "method": "the ωB97M-V functional and the def2-TZVPD basis",
  "homo_lumo_gap_ev": 11.6,
  "homo_ha": -0.4483,
  "de_lowest_ev": 5.686,
  "symbols": ["O", "N", "N", "C", "O", "O"],
  "coordinates": [[1.106310, -1.544785, -0.645976], [0.487505, -0.757819, -0.015958], [-1.272513, 1.379389, 0.748739], [-0.584185, 1.114125, -0.100387], [0.087786, -0.554151, 1.059090], [0.175097, 0.363241, -1.045508]],
  "forces_ev_per_a": [[-0.016, -0.857, 1.442], [1.286, -0.553, -2.357], [-2.118, 1.986, 2.060], [2.638, -1.344, -6.368], [1.141, -2.230, 0.561], [-2.931, 2.999, 4.661]]
}

***

# 4
{
  "formula": "CN3O2S",
  "method": "the ωB97M-V functional and the def2-TZVPD basis",
  "charge": -1,
  "homo_lumo_gap_ev": 8.2,
  "homo_ha": -0.1626,
  "de_lowest_ev": 0.000,
  "symbols": ["S", "C", "N", "O", "N", "O", "N"],
  "coordinates": [[0.308412, -0.788556, -0.765251], [0.233740, 0.243903, -2.140418], [-0.173764, 0.495952, 0.360441], [-0.523705, 0.512727, 2.536272], [-0.230175, -0.109825, 1.510082], [-0.000425, -1.323875, 1.503039], [0.385916, 0.969674, -3.004166]],
  "forces_ev_per_a": [[-0.649, 0.586, 0.288], [0.452, -0.994, 1.961], [0.181, 0.218, -0.629], [-0.078, 0.363, 0.266], [-0.263, 0.780, -0.900], [0.464, -2.088, 0.835], [-0.108, 1.136, -1.821]]
}

***

# 5
{
  "formula": "CN4O2",
  "method": "the ωB97M-V functional and the def2-TZVPD basis",
  "homo_lumo_gap_ev": 10.1,
  "homo_ha": -0.3954,
  "de_lowest_ev": 6.230,
  "symbols": ["N", "N", "N", "O", "O", "C", "N"],
  "coordinates": [[1.205247, 0.222965, -0.431901], [1.417938, -0.899764, 0.172606], [-2.130968, -0.126467, -0.296688], [2.086768, -1.364131, 1.024207], [-1.649316, 2.114362, -0.338576], [0.522200, -0.913312, -0.895161], [-1.817030, 0.953671, -0.298172]],
  "forces_ev_per_a": [[-0.479, -0.351, -0.331], [-0.453, 0.027, -0.995], [0.698, 0.844, 0.207], [0.595, -0.390, 1.023], [0.669, 0.593, 0.088], [0.586, 0.597, 0.229], [-1.617, -1.321, -0.222]]
}

***

# 6
{
  "formula": "CN4O2S2",
  "method": "the ωB97M-V functional and the def2-TZVPD basis",
  "charge": -2,
  "homo_lumo_gap_ev": 5.7,
  "homo_ha": 0.0124,
  "de_lowest_ev": 0.479,
  "symbols": ["N", "O", "N", "S", "S", "C", "O", "N", "N"],
  "coordinates": [[2.143623, -0.005394, 0.074896], [-2.573010, 0.001562, 1.317554], [-0.078393, -0.007739, -0.007054], [-2.021513, -0.705355, 0.072643], [0.803920, -2.452200, -0.010204], [1.055053, -0.801680, 0.077439], [-2.644005, -0.177180, -1.190437], [0.358364, 1.248762, -0.150695], [1.638900, 1.234400, -0.058579]],
  "forces_ev_per_a": [[-1.177, -0.746, 0.052], [1.208, -1.198, -2.500], [1.196, 0.002, -0.291], [-1.610, 1.982, 0.828], [0.708, -2.294, 0.207], [-1.281, 1.532, -0.219], [0.978, -0.479, 1.651], [-0.482, 0.209, 0.588], [0.460, 0.992, -0.316]]
}

***

# 7
{
  "formula": "CN4O3",
  "method": "the ωB97M-V functional and the def2-TZVPD basis",
  "homo_lumo_gap_ev": 9.5,
  "homo_ha": -0.4042,
  "de_lowest_ev": 0.786,
  "symbols": ["O", "N", "N", "O", "N", "C", "N", "O"],
  "coordinates": [[-0.235130, -0.419682, -2.282831], [0.252665, -0.866493, 1.733139], [-0.323480, 1.644038, -0.202902], [-0.453618, 2.703798, 0.226340], [-0.141823, -0.643437, -1.058080], [-0.103410, 0.469888, -0.167011], [1.181496, -1.135631, 2.269768], [-0.176701, -1.752480, -0.518423]],
  "forces_ev_per_a": [[0.452, -0.264, 2.403], [2.083, -0.738, 2.291], [0.795, -3.678, 0.601], [-0.517, 2.908, 0.232], [-1.036, -1.202, -1.221], [-0.146, 1.046, -1.766], [-1.891, 0.541, -1.123], [0.260, 1.387, -1.417]]
}

***

# 8
{
  "formula": "CN5O2",
  "method": "the ωB97M-V functional and the def2-TZVPD basis",
  "charge": -1,
  "homo_lumo_gap_ev": [3.9, 3.8],
  "homo_ha": [-0.0986, -0.0956],
  "de_lowest_ev": 6.659,
  "symbols": ["O", "N", "N", "N", "N", "O", "C", "N"],
  "coordinates": [[2.357665, 0.813119, 0.725994], [-2.085168, -0.079124, -0.164273], [1.092244, 1.229241, -2.169656], [-2.306741, -0.760736, 0.740770], [-2.481050, -1.543434, 1.566956], [0.817870, -0.818494, 0.284892], [1.152147, 0.907586, -1.062770], [1.453032, 0.251842, 0.078086]],
  "forces_ev_per_a": [[-1.208, -1.278, -0.150], [0.392, 1.964, -1.526], [-0.076, 0.156, 0.982], [0.303, -0.887, -0.287], [-0.544, -0.971, 1.818], [2.296, 3.045, -0.119], [-0.677, 0.559, -3.399], [-0.486, -2.589, 2.681]]
}

***

# 9
{
  "formula": "CNO2S2",
  "method": "the ωB97M-V functional and the def2-TZVPD basis",
  "charge": -1,
  "homo_lumo_gap_ev": 8.0,
  "homo_ha": -0.1740,
  "de_lowest_ev": 2.097,
  "symbols": ["O", "O", "N", "S", "C", "S"],
  "coordinates": [[-0.159633, 1.143838, -1.122341], [0.121457, 1.080855, 1.319299], [-1.921647, -1.211726, -0.196719], [0.371569, 0.449353, 0.056495], [-0.872221, -0.814272, 0.029653], [2.460475, -0.648047, -0.086389]],
  "forces_ev_per_a": [[1.452, -0.234, 0.625], [0.501, 0.284, 0.668], [-0.654, -0.859, 0.136], [1.472, -0.770, -1.447], [0.249, -0.027, -0.086], [-3.021, 1.606, 0.103]]
}

***

# 10
{
  "formula": "CNO4",
  "method": "the ωB97M-V functional and the def2-TZVPD basis",
  "charge": -1,
  "homo_lumo_gap_ev": 6.7,
  "homo_ha": -0.1093,
  "de_lowest_ev": 0.283,
  "symbols": ["C", "O", "O", "O", "N", "O"],
  "coordinates": [[-1.385780, 0.008897, 0.022321], [-1.910320, 0.153374, -0.972327], [-1.021217, -0.295151, 1.065032], [1.486587, 0.175065, 1.050409], [1.237654, 0.312791, -0.166039], [1.925082, -0.299696, -1.013006]],
  "forces_ev_per_a": [[0.890, -1.140, 2.105], [-1.442, 1.065, -3.473], [-0.063, -0.055, 1.528], [0.829, -0.045, -0.874], [-0.304, 0.063, 0.069], [0.090, 0.112, 0.645]]
}

***

# 11
{
  "formula": "CNO4PrS2",
  "method": "the ωB97M-V functional and the def2-TZVPD basis",
  "multiplicity": 3,
  "homo_lumo_gap_ev": [6.6, 6.6],
  "homo_ha": [-0.3232, -0.3220],
  "symbols": ["S", "O", "O", "S", "O", "N", "C", "Pr", "O"],
  "coordinates": [[1.891816, -1.528777, -1.494273], [-3.013596, -0.972819, 0.094371], [0.937519, 1.779457, -3.100316], [1.820785, 1.290273, -1.999872], [-3.803688, 1.074058, 0.612627], [2.323342, -0.137115, -2.374708], [-2.916327, 0.321765, 0.210852], [-0.796396, -1.359086, -0.534846], [-1.625050, 0.751099, -0.179179]],
  "forces_ev_per_a": [[-0.153, -0.153, 0.809], [1.393, -1.740, -0.508], [1.889, 0.084, 1.625], [-1.481, -1.436, -2.208], [2.104, -1.377, -0.918], [-1.210, 1.457, 0.157], [-0.507, 2.657, 0.494], [-1.727, 2.764, 0.507], [-0.308, -2.256, 0.043]]
}

***

# 12
{
  "formula": "CO4",
  "method": "the ωB97M-V functional and the def2-TZVPD basis",
  "multiplicity": 3,
  "homo_lumo_gap_ev": [7.9, 9.7],
  "homo_ha": [-0.2642, -0.4704],
  "de_lowest_ev": 0.000,
  "symbols": ["O", "O", "C", "O", "O"],
  "coordinates": [[1.447203, 0.054461, -0.002941], [0.538377, -1.028143, 0.002137], [-0.527652, 0.024741, -0.000202], [0.401775, 0.991800, 0.002316], [-1.684474, -0.051074, -0.001244]],
  "forces_ev_per_a": [[9.762, -12.771, -0.027], [1.338, 1.037, -0.034], [2.258, 1.359, 0.037], [-12.822, 10.852, 0.031], [-0.537, -0.477, -0.006]]
}

***

# 13
{
  "formula": "CO4S3",
  "method": "the ωB97M-V functional and the def2-TZVPD basis",
  "charge": -2,
  "homo_lumo_gap_ev": 6.1,
  "homo_ha": -0.0136,
  "de_lowest_ev": 0.446,
  "symbols": ["S", "C", "O", "O", "S", "S", "O", "O"],
  "coordinates": [[-0.513031, 0.572619, -0.813890], [0.765952, -0.603146, 1.066527], [-0.105565, -0.733402, 0.103039], [1.508959, 0.375618, 1.029528], [-2.030855, -0.219697, -1.731535], [0.771306, -1.815729, 2.158059], [-0.927231, 1.708685, 0.010177], [0.530464, 0.715053, -1.821904]],
  "forces_ev_per_a": [[-0.407, 0.395, -1.448], [2.747, 2.630, 0.389], [-2.531, -0.088, -1.935], [0.257, 0.268, 0.324], [-1.385, -0.388, -0.432], [0.026, -2.563, 2.316], [1.052, -0.953, -0.324], [0.243, 0.699, 1.110]]
}

***

# 14
{
  "formula": "CO4S3",
  "method": "the ωB97M-V functional and the def2-TZVPD basis",
  "charge": -2,
  "homo_lumo_gap_ev": 6.2,
  "homo_ha": -0.0195,
  "de_lowest_ev": 0.500,
  "symbols": ["S", "O", "S", "O", "C", "O", "O", "S"],
  "coordinates": [[-2.649598, 1.088948, -0.187567], [-1.120824, -1.204630, -0.700450], [-1.074359, -0.045583, 0.183295], [-0.952388, -0.436942, 1.556525], [1.474330, -0.032749, -0.188790], [1.500508, -1.199906, -0.445164], [0.145376, 0.801237, -0.262294], [2.676956, 1.029628, 0.044448]],
  "forces_ev_per_a": [[-0.322, 0.722, 0.181], [-0.371, 0.186, -0.072], [-1.919, -2.155, -1.758], [0.372, 0.380, 1.515], [-0.876, -0.597, -1.167], [-0.558, 0.083, 0.350], [1.373, -0.559, 0.274], [2.301, 1.941, 0.677]]
}

***

# 15
{
  "formula": "CO5S",
  "method": "the ωB97M-V functional and the def2-TZVPD basis",
  "charge": -2,
  "homo_lumo_gap_ev": 6.1,
  "homo_ha": 0.0195,
  "de_lowest_ev": 0.326,
  "symbols": ["O", "O", "C", "S", "O", "O", "O"],
  "coordinates": [[0.704194, 1.763701, -1.849383], [0.659180, -0.208920, -0.062969], [-0.011146, -1.194240, 0.714164], [0.246587, 1.420600, -0.478516], [0.255489, -1.157924, 1.902014], [-0.644840, -2.058956, 0.071067], [-1.209464, 1.435740, -0.296376]],
  "forces_ev_per_a": [[-0.336, -1.107, -0.417], [0.512, 0.487, -1.530], [-0.197, -0.622, -1.686], [0.890, 0.900, 2.201], [0.145, 0.170, 2.066], [-0.163, 0.249, -0.024], [-0.851, -0.076, -0.610]]
}

***

# 16
{
  "formula": "Ca2F2O2PRb",
  "method": "the ωB97M-V functional and the def2-TZVPD basis",
  "charge": 4,
  "homo_lumo_gap_ev": 7.5,
  "homo_ha": -1.0081,
  "symbols": ["Ca", "Ca", "F", "F", "P", "Rb", "O", "O"],
  "coordinates": [[-0.176076, 1.897625, -2.323644], [-0.204606, -1.601855, -2.023124], [0.886994, -0.106235, 1.431746], [-1.505996, 0.290585, 2.022186], [-0.594856, 0.102605, 0.755846], [3.170594, -0.823355, 0.130286], [-0.536706, 1.413405, -0.015204], [-1.039346, -1.172775, 0.021906]],
  "forces_ev_per_a": [[-0.914, 3.243, 1.295], [-1.683, -2.999, 1.085], [-2.655, 0.137, -1.533], [1.934, -0.392, -2.541], [-1.268, 0.115, 4.696], [1.582, -0.237, 0.909], [0.890, -1.268, -2.481], [2.112, 1.401, -1.430]]
}

***

# 17
{
  "formula": "CaH2O",
  "method": "the ωB97M-V functional and the def2-TZVPD basis",
  "charge": 2,
  "homo_lumo_gap_ev": 11.0,
  "homo_ha": -0.8190,
  "de_lowest_ev": 0.208,
  "symbols": ["Ca", "H", "H", "O"],
  "coordinates": [[0.024899, -0.096844, 0.001307], [-1.139463, 2.803614, 0.683936], [-0.468839, 3.120509, -0.685186], [-0.611465, 2.393228, -0.037900]],
  "forces_ev_per_a": [[-0.256, 1.166, -0.086], [0.342, -0.190, -0.483], [-0.016, -0.529, 0.325], [-0.070, -0.446, 0.244]]
}

***

# 18
{
  "formula": "Cd2NO3",
  "method": "the ωB97M-V functional and the def2-TZVPD basis",
  "multiplicity": 2,
  "charge": 4,
  "homo_lumo_gap_ev": [11.3, 8.6],
  "homo_ha": [-1.2181, -1.2122],
  "symbols": ["O", "O", "N", "Cd", "O", "Cd"],
  "coordinates": [[-0.685553, 1.011805, -0.187217], [0.828317, -0.162235, -0.820907], [-0.241323, -0.076195, -0.310477], [3.016087, -0.258365, -0.819977], [-0.761073, -0.876875, 0.568823], [-2.156453, 0.361865, 1.569753]],
  "forces_ev_per_a": [[-3.514, 3.854, -0.193], [0.077, -2.047, -1.434], [3.569, -1.590, 2.313], [1.953, -0.278, -0.598], [0.709, -0.757, -2.056], [-2.795, 0.817, 1.969]]
}

***

# 19
{
  "formula": "CdH10IO5",
  "method": "the ωB97M-V functional and the def2-TZVPD basis",
  "charge": 1,
  "homo_lumo_gap_ev": 7.3,
  "homo_ha": -0.4087,
  "symbols": ["O", "H", "H", "H", "Cd", "H", "H", "H", "H", "I", "O", "H", "O", "H", "O", "O", "H"],
  "coordinates": [[0.196116, -0.003850, 1.914256], [-0.446072, -0.321248, 2.555112], [1.045582, -0.083420, 2.356773], [-0.630640, -2.836159, -0.713053], [-0.073029, 0.092698, -0.384616], [0.990528, 2.612048, 0.515721], [-2.942159, 0.266199, 0.343332], [-1.650106, -2.169163, 0.204665], [1.633881, 2.377836, -0.861195], [-0.522076, 0.381278, -3.168706], [-2.175871, 0.781780, 0.078575], [-2.494858, 1.686232, 0.005705], [0.928736, 2.076986, -0.280472], [2.319521, -1.177512, -1.520992], [-0.832588, -2.005340, -0.273328], [1.951772, -0.975429, -0.654127], [2.701267, -0.702930, -0.117644]],
  "forces_ev_per_a": [[0.132, 0.093, 0.270], [-0.204, -0.009, 0.041], [0.177, -0.026, 0.041], [0.225, 0.001, -0.296], [-0.111, 0.041, -2.018], [0.005, 0.176, 0.148], [-0.165, -0.098, -0.069], [-0.138, -0.146, -0.002], [-0.029, -0.010, -0.387], [0.256, -0.091, 0.630], [-0.573, 0.121, 0.623], [0.063, 0.202, -0.209], [0.359, 0.600, 0.564], [-0.178, 0.046, -0.324], [-0.507, -0.683, 0.583], [0.476, -0.146, 0.345], [0.212, -0.072, 0.059]]
}

***

# 20
{
  "formula": "Cl2CuF2HfI2",
  "method": "the ωB97M-V functional and the def2-TZVPD basis",
  "multiplicity": 2,
  "homo_lumo_gap_ev": [6.3, 6.3],
  "homo_ha": [-0.3595, -0.3595],
  "de_lowest_ev": 2.873,
  "symbols": ["Cu", "I", "F", "Hf", "F", "Cl", "Cl", "I"],
  "coordinates": [[5.160760, 5.078788, 5.359185], [2.037090, 7.551935, 2.033375], [3.051522, 6.286201, 5.624970], [3.472588, 8.054081, 4.201979], [2.462452, 10.340899, 5.012712], [2.500363, 3.780494, 3.178941], [5.263248, 3.911634, 3.118255], [5.016338, 10.337744, 2.877365]],
  "forces_ev_per_a": [[-0.853, -0.800, -1.532], [0.480, -0.007, 0.875], [1.925, 2.553, -2.004], [-2.324, 3.260, 0.679], [1.245, -3.910, -0.818], [0.339, 0.083, 0.061], [-0.227, 1.080, 1.632], [-0.585, -2.260, 1.106]]
}

***

Results for F_max: 7.76, 2.61, 7.02, 2.30, 2.10, 3.02, 3.81, 3.82, 3.42, 3.91, 3.30, 16.80, 3.82, 3.38, 2.54, 4.87, 1.20, 5.22, 2.02, 4.18 (in eV/Å, following the order of the records).